The following is a quantum chemistry calculation of 2 unconnected molecules or ions with the total composition C10H24NSi, from OMol25.

- orbital gap (eV) = 7.79
- E_HOMO (eV) = -11.755
- charge = +1
- spin multiplicity = 1
- electronic energy (eV) = -20115.415
- ΔE to the lowest compared entry with this formula, charge and spin (kcal/mol) = 103.7

Each line ends with the Löwdin charge.
Geometry (Å):
C: 1.132 -0.332 2.043  -0.083
C: 1.454 -0.470 0.733  -0.161
C: -3.414 -2.055 0.610  -0.117
C: -1.944 3.728 0.447  -0.127
C: 2.516 -2.383 -0.460  -0.005
C: 3.852 -0.481 0.118  -0.087
C: 0.205 0.876 -2.467  -0.188
C: -2.218 -1.166 0.567  -0.369
C: -0.742 2.825 0.010  -0.314
C: -2.035 -0.359 -0.692  -0.264
N: 2.734 -1.289 0.524  -0.282
Si: -0.886 1.213 -0.872  1.050
H: 0.204 0.097 2.354  0.010
H: 1.573 -0.689 3.025  0.072
H: -4.297 -1.372 0.556  0.095
H: -3.431 -2.708 -0.264  0.080
H: -3.465 -2.714 1.468  0.079
H: -2.736 3.162 0.934  0.069
H: -1.520 4.578 0.984  0.076
H: -2.463 4.358 -0.321  0.085
H: 1.616 -2.087 -0.992  0.088
H: 3.445 -2.442 -1.060  0.110
H: 2.374 -3.255 0.068  0.071
H: 3.661 -0.279 -0.983  0.106
H: 3.859 0.587 0.531  0.121
H: 4.925 -0.778 0.091  0.113
H: 1.237 0.766 -2.340  -0.019
H: -0.321 0.116 -3.191  0.078
H: 0.140 1.786 -3.129  0.038
H: -2.279 -0.500 1.340  0.055
H: -1.296 -1.829 0.922  0.144
H: -0.306 2.521 0.899  0.034
H: 0.019 3.474 -0.429  0.089
H: -3.036 -0.181 -1.157  0.100
H: -1.455 -0.966 -1.379  0.050
H: 2.898 -1.753 1.511  0.202

Atoms 1-3, force components in eV/Å:
0.65 -0.94 0.11
-1.05 0.84 1.20
-1.34 0.44 -1.10